(1)
DFT (wB97M-V/def2-TZVPD) results for a structure of composition C20H32IrO4PSSe2Si2Te at a distorted geometry.

XYZ file:
```
64
C20H32IrO4PSSe2Si2Te wB97M-V/def2-TZVPD
Ir 0.26151 0.37095 0.40386
Se 2.59218 0.58572 1.01849
P 3.04890 -1.32650 0.02916
Se 0.92141 -1.72482 -0.50719
C 3.72467 -2.56899 1.12399
C 2.91645 -3.53007 1.72456
C 3.48036 -4.44410 2.60177
C 4.83724 -4.38996 2.88453
C 5.64288 -3.42738 2.28875
C 5.09250 -2.51896 1.40212
C 4.14449 -1.19504 -1.37286
C 4.59463 -2.37263 -1.97518
C 5.41266 -2.29710 -3.08758
C 5.78986 -1.05599 -3.58804
C 5.34657 0.11174 -2.98559
C 4.51431 0.04866 -1.87789
H 1.85682 -3.56470 1.50694
H 2.85938 -5.19972 3.06343
H 5.27206 -5.10413 3.57099
H 6.70053 -3.38888 2.51082
H 5.72317 -1.77846 0.92452
H 4.31411 -3.33839 -1.57162
H 5.76203 -3.20422 -3.56145
H 6.43623 -1.00108 -4.45386
H 5.64612 1.07393 -3.37770
H 4.15187 0.95573 -1.41190
C -5.04512 -0.39210 5.48635
Si -3.65071 -1.16200 4.53162
C -4.16105 -2.78580 3.75122
C -2.11405 -1.39680 5.56470
C -3.21960 0.04712 3.12292
Te -1.82341 -0.79748 1.78903
C -3.35966 -1.30759 0.41866
Si -3.04994 -2.51247 -1.01495
C -4.72534 -3.11345 -1.55914
C -2.08037 -3.95084 -0.31831
C -2.19774 -1.60370 -2.40104
H -5.36361 -1.04860 6.29886
H -5.91099 -0.20511 4.84886
H -4.73548 0.55727 5.92681
H -4.42853 -3.50730 4.52579
H -3.35320 -3.23892 3.16551
H -5.03180 -2.66811 3.10184
H -2.16987 -2.32084 6.14281
H -1.98692 -0.57158 6.26746
H -1.21087 -1.44608 4.95046
H -2.77472 0.95375 3.53517
H -4.08372 0.31582 2.51409
H -3.73989 -0.33319 0.10680
H -4.10880 -1.76051 1.07754
H -5.23919 -3.64789 -0.75760
H -4.62631 -3.79841 -2.40397
H -5.36136 -2.28557 -1.87856
H -2.64398 -4.40809 0.50044
H -1.09624 -3.67844 0.06494
H -1.93104 -4.72033 -1.07863
H -2.93915 -1.03533 -2.96709
H -1.71254 -2.29499 -3.09277
H -1.44196 -0.89581 -2.05540
O -1.86620 3.25484 2.08945
S -1.06394 2.19896 1.60668
O -0.44120 1.28185 2.60659
O 0.01898 2.50001 0.62698
O -1.94691 1.14281 0.75028
```

Its total energy is -206148.70862 eV. The energy relative to the best compared isomer or geometry (same formula, charge and spin) comes out at 68.8 kJ/mol. Its multiplicity is 2. Its LUMO energy (alpha / beta) is -4.549 / -4.465 eV. Its charge is +1. The HOMO energy (alpha / beta) is -11.49 / -11.38 eV.

natural (NBO) atomic charges, in units of e:
1 Ir 0.5379
2 Se -0.0829
3 P 1.0425
4 Se -0.2087
5 C -0.3653
6 C -0.1995
7 C -0.2017
8 C -0.1621
9 C -0.1966
10 C -0.1999
11 C -0.3753
12 C -0.2002
13 C -0.1999
14 C -0.1588
15 C -0.1996
16 C -0.1932
17 H 0.2289
18 H 0.2294
19 H 0.2313
20 H 0.2336
21 H 0.2299
22 H 0.2279
23 H 0.2325
24 H 0.2316
25 H 0.2337
26 H 0.2394
27 C -1.1133
28 Si 1.6265
29 C -1.1278
30 C -1.1217
31 C -1.1739
32 Te 1.5869
33 C -1.2004
34 Si 1.6405
35 C -1.1135
36 C -1.1294
37 C -1.1250
38 H 0.2545
39 H 0.2489
40 H 0.2531
41 H 0.2619
42 H 0.2247
43 H 0.2417
44 H 0.2528
45 H 0.2565
46 H 0.2347
47 H 0.2850
48 H 0.2608
49 H 0.2771
50 H 0.2617
51 H 0.2437
52 H 0.2541
53 H 0.2484
54 H 0.2423
55 H 0.2340
56 H 0.2577
57 H 0.2560
58 H 0.2539
59 H 0.2344
60 O -0.8657
61 S 2.5175
62 O -0.9799
63 O -0.9181
64 O -0.9958



(2)
DFT (wB97M-V/def2-TZVPD) results for a structure of composition C20H32N2O18S3V at a distorted geometry.

XYZ file:
```
76
C20H32N2O18S3V wB97M-V/def2-TZVPD
O 0.81190 -0.56365 -1.75440
V 1.00446 -1.31035 -0.35401
O 0.93429 -0.11423 0.74760
N 4.23232 -1.90565 -0.10283
O 4.74363 -2.04162 1.01558
O 4.70276 -2.38730 -1.10585
O 3.08471 -1.32842 -0.14778
N 1.81520 -4.45655 -1.57323
O 1.35179 -5.54169 -1.18843
O 2.80360 -4.37736 -2.26513
O 1.13410 -3.40248 -1.29211
C -4.44982 0.12601 1.59282
C -4.67088 1.60144 1.31720
O -3.42870 2.19298 1.67995
S -2.19756 1.18093 1.47177
O -1.48796 1.10882 2.67163
O -1.54807 1.50432 0.27506
O -3.11537 -0.08428 1.15632
H -5.11826 -0.51472 1.02676
H -4.52999 -0.06686 2.66621
H -5.46722 2.05343 1.89828
H -4.82172 1.75911 0.24477
O -1.03500 -1.87276 -0.10335
S -2.12577 -2.79704 -0.09365
O -2.77035 -3.15960 1.10815
O -3.23489 -2.16289 -1.02969
C -2.74097 -1.37336 -2.13553
C -3.91852 -0.99764 -3.01079
C -1.63387 -4.25454 -0.95463
H -1.98403 -1.90957 -2.71261
H -2.24984 -0.45680 -1.79720
H -3.60136 -0.54544 -3.94435
H -4.70097 -0.46731 -2.46605
H -4.46365 -1.91479 -3.29119
H -2.48742 -4.93033 -0.93895
H -0.83244 -4.68234 -0.35550
H -1.35472 -4.00875 -1.97145
O 0.39685 -4.24298 3.11014
S 1.49534 -3.59780 2.50036
O 1.30435 -2.70871 1.39810
O 2.26141 -2.78002 3.61882
C 2.32249 -1.34614 3.47196
C 3.18956 -0.80012 4.54942
C 2.75733 -4.74544 2.07053
H 1.31407 -0.91483 3.52238
H 2.65194 -1.03942 2.47700
H 3.39217 0.26044 4.43609
H 4.15735 -1.31722 4.56579
H 2.79369 -1.03872 5.54238
H 2.19126 -5.57059 1.61862
H 3.30278 -5.04944 2.95109
H 3.33815 -4.35220 1.24044
C 1.47822 5.70865 2.37452
C 0.61030 5.01250 3.21975
C 0.59306 3.62274 3.24691
C 1.43045 2.93391 2.38262
C 2.29305 3.60738 1.51663
C 2.29415 4.99595 1.49953
H 1.63948 6.76959 2.52258
H -0.03625 5.60368 3.86174
H 0.02175 3.11165 4.00900
H 1.50300 1.85354 2.44555
H 2.94871 3.03806 0.87179
H 2.97272 5.51105 0.82800
C 0.19388 2.26885 -4.10554
C 0.43006 2.09507 -5.47353
C 0.17743 3.12638 -6.37501
C -0.27407 4.35696 -5.87806
C -0.66340 4.48080 -4.54730
C -0.35742 3.45797 -3.66824
H 0.39437 1.45968 -3.41633
H 0.64896 1.11874 -5.89569
H 0.27018 3.04119 -7.45005
H -0.44325 5.19491 -6.54863
H -1.08454 5.40204 -4.16823
H -0.55902 3.57321 -2.60858
```

Its total energy is -119282.00968 eV. Its LUMO energy is 1.890 eV. Its charge is -1. The HOMO energy is -6.18 eV.

Mulliken atomic charges, in units of e:
1 O -0.3827
2 V 0.7294
3 O -0.4482
4 N 0.7815
5 O -0.6150
6 O -0.5843
7 O -0.4591
8 N 0.6450
9 O -0.6495
10 O -0.5773
11 O -0.3016
12 C -0.3001
13 C -0.4472
14 O -0.3799
15 S 0.9797
16 O -0.5633
17 O -0.3835
18 O -0.1464
19 H 0.3333
20 H 0.2294
21 H 0.3244
22 H 0.2743
23 O -0.2061
24 S 1.1378
25 O -0.6948
26 O -0.3740
27 C 0.2659
28 C -1.5193
29 C -1.0469
30 H 0.3434
31 H 0.0799
32 H 0.3961
33 H 0.2896
34 H 0.3595
35 H 0.4735
36 H 0.2695
37 H 0.2977
38 O -0.7343
39 S 1.1703
40 O 0.4249
41 O -0.4244
42 C 0.5612
43 C -1.5440
44 C -0.9679
45 H 0.2837
46 H 0.0271
47 H 0.3781
48 H 0.3513
49 H 0.3456
50 H 0.3832
51 H 0.3890
52 H 0.2184
53 C -0.4667
54 C -0.3444
55 C -0.5564
56 C 0.0352
57 C -0.6249
58 C -0.3412
59 H 0.3421
60 H 0.3364
61 H 0.4088
62 H 0.3939
63 H 0.4552
64 H 0.3550
65 C -0.5186
66 C -0.4408
67 C -0.3666
68 C -0.3690
69 C -0.4722
70 C -0.4392
71 H 0.8044
72 H 0.3336
73 H 0.3473
74 H 0.3208
75 H 0.3587
76 H 0.4559



(3)
DFT (wB97M-V/def2-TZVPD) results for a structure of composition C20H32N3O2 at a distorted geometry.

XYZ file:
```
57
C20H32N3O2 wB97M-V/def2-TZVPD
O 0.81985 0.37516 0.27429
C 0.47935 1.42142 -0.28114
N -0.79503 1.75427 -0.57782
C -2.01942 0.77943 -0.43818
C -3.28050 1.14088 -0.96768
C -4.50088 0.45856 -0.66414
C -4.47820 -0.87715 -0.04505
C -3.17050 -1.21836 0.06736
C -2.05259 -0.45362 0.00106
H -1.01644 -0.93381 0.40302
H -3.13844 -2.04207 0.60457
C -5.71212 -1.51684 -0.14257
H -5.26954 -2.83862 -0.22843
C -6.23030 -1.25983 1.36994
C -7.14463 -0.14506 0.96170
C -7.78905 -0.38965 -0.18440
H -8.66856 -0.97696 -0.18145
H -7.87528 0.52775 -0.76857
C -6.64315 -1.20872 -1.09145
H -6.39765 -0.85382 -1.84288
H -7.30411 -2.25156 -1.36297
H -6.64413 0.87166 1.26704
H -7.91679 0.08552 1.90188
H -6.92908 -2.15396 1.78461
H -5.51242 -1.01234 1.87228
H -5.30100 0.98636 -1.04964
H -3.36114 2.13788 -1.21282
H -1.15599 2.72902 -0.97305
C 1.20172 2.54064 -0.50860
H 1.63156 2.40579 -1.58717
C 2.50667 2.71428 0.26421
N 3.11292 1.25165 0.26413
C 4.02503 1.00069 -0.75446
C 4.44879 -0.60893 -0.69256
N 5.21690 -0.70033 0.54643
C 4.44617 -0.17600 1.72709
C 3.94276 1.07304 1.45750
H 3.27890 1.30065 2.75639
H 4.75469 1.78846 1.64783
H 4.87065 -0.38538 2.69786
H 3.61293 -1.13377 1.89136
C 5.81668 -1.83028 0.84436
C 7.05380 -1.97695 -0.31710
H 7.65367 -1.12921 -0.23530
O 6.60401 -2.06744 -1.74757
H 7.61952 -2.41230 -2.24409
H 7.89250 -2.86461 0.00122
H 5.42653 -2.89682 0.40818
H 6.36090 -1.93322 1.51756
H 4.97319 -0.66113 -1.47253
H 3.62443 -1.11044 -0.73303
H 3.44701 1.14049 -1.74397
H 5.04059 1.69743 -0.87450
H 2.35516 0.52607 0.48466
H 3.33695 3.28453 0.09970
H 2.20262 2.96687 1.52929
H 0.74802 3.47619 -0.62163
```

Its total energy is -29799.23346 eV. The energy relative to the best compared isomer or geometry (same formula, charge and spin) comes out at 1966.8 kJ/mol. Its LUMO energy is -2.454 eV. Its charge is +1. The HOMO energy is -10.94 eV.

natural (NBO) atomic charges, in units of e:
1 O -0.6319
2 C 0.6426
3 N -0.5715
4 C 0.1230
5 C -0.2250
6 C -0.1988
7 C 0.0091
8 C -0.1687
9 C -0.2412
10 H 0.2421
11 H 0.1989
12 C -0.1920
13 H 0.1886
14 C -0.3378
15 C -0.4450
16 C -0.4238
17 H 0.2260
18 H 0.2217
19 C -0.3558
20 H 0.1664
21 H 0.2065
22 H 0.2313
23 H 0.2237
24 H 0.2064
25 H 0.1754
26 H 0.2074
27 H 0.1895
28 H 0.4348
29 C -0.5199
30 H 0.2546
31 C -0.1533
32 N -0.4780
33 C -0.2621
34 C -0.1545
35 N -0.4547
36 C -0.2896
37 C -0.2122
38 H 0.2218
39 H 0.2470
40 H 0.2694
41 H 0.1653
42 C -0.1747
43 C -0.0656
44 H 0.1548
45 O -0.7558
46 H 0.4899
47 H 0.1621
48 H 0.1706
49 H 0.1723
50 H 0.2254
51 H 0.1750
52 H 0.2192
53 H 0.2605
54 H 0.5078
55 H 0.2294
56 H 0.2279
57 H 0.2657